The following is a DFT calculation (ωB97M-V/def2-TZVPD) of 14 unconnected molecules or ions with the total composition C4H37N2O14.

```
57
Properties=species:S:1:pos:R:3:forces:R:3
H 1.8833 4.5242 1.4731 -1.16 -0.57 2.24
H 1.7845 -0.1326 2.7007 0.28 -0.22 0.29
H -4.2456 1.5008 1.7747 -1.89 1.34 2.44
O 0.8687 -0.0744 2.9914 -0.06 1.47 -1.17
O 3.0874 -2.4017 0.4131 -1.47 1.52 3.17
H -0.6268 2.2937 3.1849 0.83 0.82 -0.53
H -3.6919 0.0947 -0.3790 -0.20 -0.25 -0.42
O 1.1801 -1.1229 -1.0008 2.66 -2.00 -1.26
O -2.6414 -0.9495 2.2876 0.29 0.19 0.06
H -0.2416 2.1227 -4.6040 -0.63 -0.79 1.76
N 0.5333 0.8254 -1.9868 -1.30 -1.14 2.76
H -0.8390 0.4893 -4.1134 -1.20 0.71 -0.35
O -0.5785 -3.3863 2.5335 1.47 0.70 5.02
H 3.8033 0.5095 -3.5495 -0.35 -0.32 -0.13
H -0.1490 -2.3679 0.2590 0.02 0.19 -0.77
O -0.3090 2.0998 2.2870 0.60 0.80 -2.01
O 4.0756 0.2494 -2.6700 1.41 0.89 -0.63
H 2.2375 -2.2973 -0.0034 -0.03 0.03 -0.84
H -1.8349 2.1520 -3.9240 -1.49 -0.42 -0.78
H -3.3959 0.9287 -1.5613 -0.29 -2.47 -0.07
H -2.8502 -1.7789 -0.6352 0.10 -1.58 0.24
H -2.9909 -1.7556 2.6437 -0.10 -0.80 0.50
C -0.9522 1.5673 -3.8718 2.74 0.29 1.11
H -0.4208 -3.6443 3.5495 -0.25 1.33 -3.22
H -2.7800 1.4946 1.3274 2.07 0.91 1.00
H 0.5834 0.8419 2.5910 0.33 -1.93 1.35
C 0.4241 -0.2077 -0.9851 0.63 1.81 -1.60
H 3.4097 -0.2134 -2.1950 -1.01 -0.55 0.44
N -0.3464 -1.5732 0.8802 -4.73 -0.66 -4.57
H -0.1911 0.5951 0.9729 -0.90 -2.42 -2.12
H -1.4613 -4.2653 -1.0456 -1.79 -0.26 -0.04
H 0.3512 2.7463 1.8015 -1.63 -0.68 2.61
H -1.2821 -1.8543 1.2179 0.32 0.50 0.62
O 2.5202 3.4308 -0.2342 3.66 5.89 -0.10
O -3.4877 -0.0642 -1.3274 0.16 2.83 0.42
H 3.4122 3.6755 -0.7309 -2.67 -0.22 1.75
H -3.3992 -0.5106 1.9012 -0.16 0.37 -0.16
H 4.0982 -0.2294 0.5692 0.70 2.25 -2.00
O -2.9949 -2.6659 -0.1798 -1.03 2.07 -0.38
H -0.0365 -4.6550 -1.3402 -0.47 1.04 0.52
O -0.5921 -3.9361 -0.9483 2.33 -0.62 -0.35
C -0.6320 1.6155 -2.3094 3.17 4.41 -3.56
H -0.9685 -4.1722 2.2718 -1.29 -2.56 -1.44
H -1.4357 1.4672 -1.7696 -4.07 -2.99 2.35
H -0.7685 2.7442 -1.8941 2.10 -1.36 -1.27
O -3.6484 1.2394 1.1429 -0.26 -1.84 -3.35
H 2.6294 3.6110 2.2432 -1.55 0.28 1.18
H -3.9384 -2.5089 0.0662 0.89 -0.73 -0.15
O 1.7473 4.0829 2.4024 2.54 0.13 -3.58
O 4.2212 0.5913 -0.0611 -0.81 -2.02 2.15
H 3.7060 -2.7946 -0.1225 1.86 -1.48 -2.22
H 2.4606 2.6125 -0.5549 -0.87 -5.75 -1.74
H 0.2917 -1.6820 1.5575 2.92 0.71 3.75
H 5.1520 0.6696 -0.3037 -0.16 -0.36 0.14
C -0.4980 -0.2952 0.1864 -0.07 5.09 1.03
H -1.4874 0.0769 -0.2215 0.48 -1.56 1.16
H 1.2546 0.6874 -2.7079 -0.68 -0.06 0.75
```
Forces are in eV/Å.

Computed properties:
Gap between HOMO and LUMO (Ha): 0.3693
LUMO energy (eV): -2.5
Energy above the lowest of the compared OMol25 structures with the same formula, charge and spin (kJ/mol): 608.9
Charge: +1

Results of the natural (NBO) charge analysis, in e, for atoms 1 through 4: 0.50 0.47 0.50 -1.00